# 1
Formula: C17H27BClN2O7
Source: the OMol25 dataset
Level of theory: the ωB97M-V functional and the def2-TZVPD basis

The value obtained for the HOMO-LUMO gap is 7.173 eV. The energy comes out at -48582.23984 eV. Its energy above the lowest of the compared OMol25 structures with the same formula, charge and spin is 0.0 kcal/mol.

```
! RIJCOSX wB97M-V def2-TZVPD def2/J DEFGRID3
* xyz -1 1
C -0.54921 2.30637 3.09827
C -0.33184 1.51534 1.82322
O -1.24096 1.37496 1.03415
N 0.96793 0.96855 1.69341
C 1.91693 2.01846 2.07216
C 2.85531 1.69133 3.20025
O 1.92213 3.09524 1.53062
C 1.34133 0.30627 0.39828
C 2.89628 0.16126 0.38655
O 0.97549 1.01778 -0.70927
B 0.59536 0.04133 -1.80242
C 1.61805 0.26351 -3.10353
C 2.89010 -0.47460 -3.13418
O 4.00862 -0.03094 -3.11192
Cl 2.73888 -2.27505 -3.18015
O 0.65004 -1.27407 -1.15533
C 0.82939 -1.17276 0.21283
C -0.42872 -1.66528 0.97321
C -0.08140 -2.49792 2.21592
C 0.07503 -4.01294 2.00949
C 0.74601 -4.45425 0.72857
O 0.15681 -4.79815 -0.26038
O 2.10587 -4.55065 0.78137
H 0.15407 2.04342 3.88745
H -1.56197 2.12372 3.44845
H -0.43508 3.36655 2.87276
H 2.39300 1.06835 3.96070
H 3.19591 2.63139 3.63138
H 3.72539 1.18435 2.78508
H 3.31243 -0.16578 1.34147
H 3.35609 1.07748 0.01961
H 3.13082 -0.62040 -0.33606
H -0.52385 0.38983 -2.19931
H 1.91514 1.31372 -3.07984
H 1.08935 0.08688 -4.04127
H 1.64168 -1.82434 0.57336
H -1.08896 -0.86700 1.24663
H -0.97358 -2.28841 0.26077
H -0.89085 -2.37918 2.94049
H 0.80814 -2.07361 2.69078
H -0.89381 -4.50813 2.02347
H 0.66448 -4.41269 2.83859
H 2.45234 -3.89066 1.39362
C -5.31628 1.13023 -2.50232
C -4.02607 1.64175 -1.87152
C -3.18175 2.47549 -2.83789
C -2.67440 1.67379 -3.94758
N -2.21337 1.00472 -4.75768
H -5.10669 0.45518 -3.33339
H -5.91117 0.58287 -1.77043
H -5.92506 1.95538 -2.88069
H -3.42785 0.80524 -1.50917
H -4.26090 2.26169 -1.00417
H -2.32357 2.89258 -2.30826
H -3.76104 3.31182 -3.23618
*
```

---

# 2
Formula: C17H27ClN2O3S2
Source: the OMol25 dataset
Level of theory: the ωB97M-V functional and the def2-TZVPD basis

The value obtained for the HOMO-LUMO gap is 9.015 eV. The energy comes out at -61383.02134 eV. As for the SMILES: CCS[C@H](C)C(=O)N(C)CCOCCN(C)C(=O)c1c(C)csc1Cl. Its energy above the lowest of the compared OMol25 structures with the same formula, charge and spin is 5.2 kcal/mol.

```
! RIJCOSX wB97M-V def2-TZVPD def2/J DEFGRID3
* xyz 0 1
C 0.67998 0.11215 -3.18451
C -0.44269 0.52821 -2.24477
S -0.15955 2.23872 -1.73038
C -1.50463 2.44344 -0.51614
C -2.85981 2.63146 -1.17743
C -1.14146 3.67122 0.32430
O -1.66265 4.74594 0.07601
N -0.22139 3.52372 1.31938
C 0.12857 4.68967 2.11311
C 0.46960 2.29373 1.66011
C 1.94062 2.28611 1.25010
O 2.51328 1.03601 1.59522
C 2.35222 0.02410 0.61809
C 2.27466 -1.31428 1.35959
N 1.29679 -2.27288 0.84316
C 1.79988 -3.59757 0.51748
C -0.01987 -1.97407 0.96007
O -0.40625 -0.87298 1.32514
C -1.01090 -3.05949 0.64989
C -1.36671 -3.53813 -0.65237
C -0.76114 -3.02924 -1.92670
C -2.33421 -4.49322 -0.58763
S -2.83247 -4.82661 1.01597
C -1.72471 -3.67571 1.62967
Cl -1.57769 -3.41412 3.31629
H 0.51852 -0.90029 -3.55614
H 0.73279 0.77951 -4.04555
H 1.64520 0.14274 -2.67648
H -1.40882 0.45050 -2.74580
H -0.46914 -0.10281 -1.35333
H -1.51567 1.54546 0.10305
H -3.63450 2.76029 -0.42000
H -2.85386 3.51497 -1.81068
H -3.10976 1.75757 -1.77992
H -0.56136 5.49345 1.87981
H 0.06025 4.44175 3.17455
H 1.14513 5.02770 1.90009
H 0.41743 2.15434 2.74403
H -0.02340 1.43270 1.22271
H 2.03738 2.48818 0.17977
H 2.50331 3.04390 1.79670
H 1.43339 0.18119 0.04854
H 3.19516 0.04799 -0.08270
H 3.24088 -1.81559 1.36677
H 2.01373 -1.07136 2.39220
H 0.98943 -4.24955 0.20654
H 2.52748 -3.53362 -0.29347
H 2.28740 -4.04714 1.38582
H -0.73800 -3.80943 -2.68696
H -1.33471 -2.18991 -2.32344
H 0.25966 -2.67991 -1.76644
H -2.78743 -5.01885 -1.41331
*
```

---

# 3
Formula: C17H27ClN2O3S2
Source: the OMol25 dataset
Level of theory: the ωB97M-V functional and the def2-TZVPD basis

The value obtained for the HOMO-LUMO gap is 8.970 eV. The energy comes out at -61382.97605 eV. As for the SMILES: CCS[C@H](C)C(=O)N(C)CCOCCN(C)C(=O)c1c(C)csc1Cl. Its energy above the lowest of the compared OMol25 structures with the same formula, charge and spin is 6.2 kcal/mol.

```
! RIJCOSX wB97M-V def2-TZVPD def2/J DEFGRID3
* xyz 0 1
C 0.92255 -1.76362 -4.13469
C -0.22043 -1.37849 -3.20741
S 0.14164 0.22074 -2.44670
C -1.13339 0.28373 -1.15032
C -2.52880 0.48033 -1.71983
C -0.78813 1.41616 -0.18364
O -1.36758 2.48608 -0.29570
N 0.12513 1.20658 0.81213
C 0.40827 2.29931 1.72304
C 0.94758 0.02469 1.01426
C 2.37424 0.18104 0.48999
O 3.20142 -0.95251 0.74669
C 2.98526 -2.13724 -0.00476
C 2.60047 -3.28068 0.94956
N 1.91637 -4.41919 0.34493
C 2.71135 -5.62722 0.19397
C 0.61590 -4.31700 0.00164
O -0.01811 -3.28320 0.16068
C -0.03753 -5.52416 -0.58281
C 0.15518 -6.00741 -1.91186
C 1.05423 -5.37623 -2.93553
C -0.57928 -7.13160 -2.14681
S -1.50710 -7.61250 -0.79114
C -0.90729 -6.29522 0.12504
Cl -1.40142 -6.07950 1.75080
H 0.70432 -2.70195 -4.64668
H 1.08417 -0.99886 -4.89582
H 1.85543 -1.88333 -3.58036
H -1.15259 -1.30973 -3.77056
H -0.36324 -2.12447 -2.42453
H -1.11503 -0.66702 -0.62448
H -3.26231 0.56032 -0.91634
H -2.58343 1.38960 -2.31575
H -2.80574 -0.36755 -2.34751
H -0.28828 3.11419 1.55659
H 0.30685 1.95628 2.75519
H 1.42239 2.68014 1.58019
H 0.99697 -0.19061 2.08753
H 0.49705 -0.86181 0.58078
H 2.35893 0.41431 -0.57705
H 2.86874 1.01374 0.99285
H 2.19863 -1.98103 -0.75054
H 3.89500 -2.39501 -0.55712
H 3.46531 -3.60477 1.52685
H 1.91156 -2.84892 1.67911
H 2.13107 -6.44262 -0.22764
H 3.56606 -5.43972 -0.45964
H 3.08760 -5.94987 1.16673
H 1.69017 -6.12513 -3.40970
H 0.47002 -4.90615 -3.72832
H 1.70742 -4.61737 -2.50368
H -0.63024 -7.70093 -3.06155
*
```

---

# 4
Formula: C17H27F3N2O5
Source: the OMol25 dataset
Level of theory: the ωB97M-V functional and the def2-TZVPD basis

The value obtained for the HOMO-LUMO gap is 3.276 eV. The energy comes out at -39428.04424 eV.

```
! RIJCOSX wB97M-V def2-TZVPD def2/J DEFGRID3
* xyz 0 1
C -2.67860 1.73307 1.86682
C -1.21971 1.21272 2.30674
C -0.82065 -0.15368 1.54310
O 0.51236 -0.08543 0.93469
C 1.54738 -0.19393 1.93327
C 2.80757 0.62475 1.34104
C 3.64286 1.67331 2.13005
C 4.80614 2.36918 1.37401
O 5.63748 3.32005 2.02091
N 5.08424 2.05536 -0.00497
C 4.36211 1.10413 -0.82584
C 4.85558 0.87360 -2.32657
C 3.82638 -0.14871 -3.07488
O 4.27687 -1.30025 -3.30973
N 2.47961 0.33306 -3.35444
C 1.79203 -0.44329 -4.43650
C 2.42001 1.81002 -3.59378
C 3.15808 0.33090 -0.17734
H -2.82810 2.81571 2.25695
H -3.45653 1.06020 2.36984
H -2.83886 1.67705 0.73185
H -1.28064 0.95997 3.43807
H -0.41058 2.01285 2.18027
H -1.55644 -0.28787 0.66041
H -0.95455 -1.09317 2.19213
H 1.89109 -1.28930 2.11439
H 1.24638 0.21512 2.96349
H 3.40592 1.91937 3.23275
H 5.32766 4.23669 1.79202
H 5.88188 2.54530 -0.44640
H 5.88314 0.34036 -2.25723
H 5.04504 1.83141 -2.92352
H 2.47398 -1.11154 -5.06081
H 0.90760 -0.99305 -3.95100
H 1.31220 0.30506 -5.18126
H 1.44018 2.16813 -4.06999
H 3.32693 2.14725 -4.23434
H 2.51957 2.32037 -2.55637
H 2.53705 -0.43104 -0.75009
C -6.70129 -3.14560 1.03690
C -5.39943 -3.68589 1.60288
O -4.27058 -3.42251 0.78585
C -3.63140 -2.11784 0.86678
O -3.34287 -1.80760 2.11837
C -4.41701 -0.98697 0.10753
F -4.95999 -1.45742 -1.04926
F -3.58588 0.02357 -0.27170
F -5.42646 -0.42126 0.79978
H -6.74664 -3.27358 -0.04717
H -7.55426 -3.65817 1.49213
H -6.81747 -2.08467 1.25549
H -5.48395 -4.77812 1.62855
H -5.25139 -3.37213 2.64033
H -2.77402 -2.27554 0.18584
*
```